Formula: C30H48B2F4KN11O2
Source: the OMol25 dataset
Level of theory: ωB97M-V/def2-TZVPD

ORCA input file:
```
! wB97M-V def2-TZVPD RIJCOSX def2/J DEFGRID3
* xyz -2 1
K 0.022 -1.100 -0.297
C -1.864 1.909 -2.071
C -2.724 1.468 -0.924
C -3.942 2.023 -0.466
C -4.293 1.259 0.628
C -5.475 1.396 1.536
N -3.333 0.320 0.788
N -2.377 0.440 -0.166
B -3.323 -0.880 1.769
N -2.110 -0.803 2.735
N -0.849 -0.836 2.246
C -0.032 -0.786 3.284
C 1.453 -0.815 3.084
C -0.775 -0.715 4.485
C -2.098 -0.723 4.083
C -3.336 -0.665 4.921
N -3.292 -2.215 0.974
N -2.392 -2.413 -0.021
C -2.652 -3.605 -0.537
C -1.842 -4.153 -1.673
C -3.755 -4.193 0.125
C -4.130 -3.271 1.079
C -5.219 -3.360 2.101
H -2.410 2.604 -2.712
H -1.551 1.053 -2.675
H -0.954 2.396 -1.708
H -4.482 2.869 -0.868
H -6.057 2.269 1.239
H -5.166 1.527 2.576
H -6.125 0.518 1.498
H -4.333 -0.849 2.429
H 1.680 -0.894 2.019
H 1.897 -1.676 3.588
H 1.919 0.095 3.471
H -0.403 -0.660 5.498
H -3.054 -0.614 5.973
H -3.965 -1.546 4.774
H -3.945 0.210 4.684
H -0.867 -3.668 -1.725
H -2.344 -3.995 -2.630
H -1.673 -5.224 -1.549
H -4.202 -5.160 -0.056
H -5.733 -4.316 1.996
H -5.951 -2.558 1.987
H -4.820 -3.294 3.117
N 2.872 -1.264 -0.654
C 3.409 -2.494 -1.214
C 4.928 -2.493 -1.362
C 5.496 -1.226 -1.993
C 5.119 -0.943 -3.453
N 3.808 -0.324 -3.705
C 3.566 0.958 -3.518
N 2.521 1.556 -4.078
N 4.417 1.702 -2.777
C 2.927 -3.736 -0.365
O 3.691 -4.731 -0.401
O 1.837 -3.583 0.230
H 2.977 -0.451 -1.250
H 3.274 -1.046 0.250
H 2.953 -2.618 -2.204
H 5.232 -3.381 -1.920
H 5.367 -2.602 -0.366
H 6.589 -1.275 -1.963
H 5.214 -0.376 -1.360
H 5.135 -1.872 -4.022
H 5.869 -0.281 -3.889
H 3.072 -0.861 -4.165
H 1.841 0.990 -4.576
H 2.122 2.347 -3.594
H 4.952 1.172 -2.106
H 3.997 2.520 -2.353
F -0.121 -2.394 -5.540
B 0.817 -1.445 -5.163
F 0.678 -0.238 -5.909
F 2.166 -1.936 -5.417
F 0.764 -1.138 -3.783
C -0.597 3.058 3.893
N -0.162 3.574 2.609
C -1.331 3.958 1.829
C 0.605 2.533 1.913
C 1.251 2.941 0.601
C 1.724 4.246 0.439
C 2.336 4.637 -0.750
C 2.483 3.696 -1.764
C 2.039 2.385 -1.551
C 1.398 1.934 -0.381
H -1.174 3.820 4.425
H 0.271 2.791 4.501
H -1.224 2.154 3.792
H -1.856 4.776 2.334
H -2.035 3.120 1.696
H -1.025 4.300 0.840
H -0.017 1.648 1.715
H 1.392 2.212 2.606
H 1.595 4.971 1.242
H 2.674 5.658 -0.889
H 2.908 4.018 -2.721
H 2.135 1.665 -2.368
*
```

The gap between HOMO and LUMO comes out at 5.99 eV. The LUMO energy is 4.14 eV. The calculation puts the HOMO energy at -1.86 eV. Its relative energy (zero: lowest compared OMol25 entry of this formula, charge and spin) is 0.0 kJ/mol.

Partial charges, Löwdin, in e: K 0.627; C -0.030; C -0.351; C -0.020; C -0.308; C -0.045; N 0.020; N 0.081; B -0.498; N 0.024; N 0.058; C -0.357; C -0.028; C -0.015; C -0.304; C -0.040; N 0.019; N 0.058; C -0.346; C -0.027; C -0.010; C -0.299; C -0.044; H 0.066; H 0.076; H 0.054; H 0.090; H 0.067; H 0.068; H 0.070; H 0.103; H 0.047; H 0.078; H 0.062; H 0.093; H 0.068; H 0.064; H 0.069; H 0.063; H 0.074; H 0.073; H 0.090; H 0.068; H 0.068; H 0.068; N 0.019; C -0.317; C -0.175; C -0.202; C -0.142; N 0.126; C -0.461; N 0.197; N 0.204; C -0.683; O -0.077; O -0.077; H 0.034; H 0.080; H 0.140; H 0.111; H 0.116; H 0.106; H 0.083; H 0.130; H 0.112; H 0.114; H 0.111; H 0.082; H 0.088; H 0.059; F 0.127; B -1.186; F 0.067; F 0.032; F 0.092; C -0.123; N -0.262; C -0.099; C -0.191; C -0.273; C -0.083; C -0.127; C -0.177; C -0.230; C -0.049; H 0.072; H 0.078; H 0.078; H 0.074; H 0.081; H 0.077; H 0.099; H 0.109; H 0.095; H 0.079; H 0.090; H 0.027


Formula: C30H48Cl2CoN3O7Si
Source: the OMol25 dataset
Level of theory: ωB97M-V/def2-TZVPD

ORCA input file:
```
! wB97M-V def2-TZVPD RIJCOSX def2/J DEFGRID3
* xyz -1 4
C -0.896 2.504 -2.690
C -2.067 1.762 -2.141
H -0.882 2.479 -3.787
H 0.044 2.043 -2.334
H -0.883 3.561 -2.371
C -3.213 1.598 -2.822
C -3.525 2.140 -4.173
H -4.047 1.063 -2.368
H -2.649 2.527 -4.705
H -4.265 2.953 -4.115
H -3.981 1.353 -4.792
Co 0.443 -0.706 -0.538
Cl 1.722 0.619 -1.672
C -2.018 -1.790 1.725
O -1.419 -2.548 0.951
N -2.905 -2.167 2.670
C -3.278 -3.558 2.820
C -3.572 -1.188 3.504
H -1.891 -0.692 1.696
H -2.542 -4.188 2.314
H -4.276 -3.744 2.396
H -3.315 -3.804 3.888
H -3.032 -0.235 3.436
H -3.574 -1.535 4.546
H -4.609 -1.035 3.165
H 3.071 -3.357 3.291
H 4.748 -1.703 3.400
C 2.938 -3.257 2.210
C 4.676 -1.429 2.342
N 3.414 -1.938 1.801
H 1.883 -3.337 1.931
C 2.726 -1.279 0.884
O 1.612 -1.753 0.483
H 4.691 -0.337 2.238
H 3.128 -0.330 0.488
H 3.512 -4.054 1.711
H 5.550 -1.844 1.817
H -0.905 -0.135 -4.052
H -3.488 -1.180 -3.382
C -0.677 -1.209 -4.101
C -2.931 -2.115 -3.536
N -1.530 -1.955 -3.186
H 0.375 -1.356 -3.845
C -1.073 -2.402 -2.019
O 0.122 -2.248 -1.648
H -3.351 -2.894 -2.891
H -1.789 -2.918 -1.358
H -0.872 -1.544 -5.125
H -3.017 -2.407 -4.586
O -1.233 -0.007 -0.750
C -1.900 1.208 -0.731
C -3.887 -0.270 -0.361
C -3.224 0.909 -0.021
H -3.392 -0.933 -1.082
C -5.151 -0.540 0.164
H -1.329 1.959 -0.153
C -3.767 1.788 0.914
H -5.654 -1.456 -0.149
C -5.728 0.362 1.063
C -5.030 1.511 1.448
H -3.195 2.686 1.181
H -6.718 0.151 1.475
H -5.462 2.204 2.173
Si 5.545 0.943 -3.556
Cl 4.155 1.967 -4.705
C 5.375 -0.854 -4.050
C 5.104 1.275 -1.779
C 7.249 1.621 -3.958
H 4.331 -1.181 -3.945
H 6.006 -1.489 -3.413
H 5.679 -1.000 -5.096
H 7.528 1.428 -5.002
H 8.007 1.155 -3.313
H 7.290 2.706 -3.796
H 4.089 0.907 -1.569
H 5.100 2.354 -1.575
H 5.804 0.781 -1.092
O 1.484 2.629 2.163
C 1.211 2.513 3.452
C 1.542 3.544 4.364
C 1.245 3.375 5.709
C 0.665 2.191 6.197
C 0.379 1.149 5.312
C 0.586 1.320 3.940
C 0.170 0.267 2.955
O -0.315 -0.795 3.380
O 0.350 0.551 1.685
H 0.994 1.725 1.732
H 1.994 4.463 3.989
H 1.482 4.180 6.402
H 0.442 2.081 7.261
H -0.005 0.189 5.667
*
```

The gap between HOMO and LUMO (spin up / spin down) comes out at 7.12 / 7.43 eV. The LUMO energy (spin up / spin down) is 2.47 / 2.47 eV. The calculation puts the HOMO energy (spin up / spin down) at -4.64 / -4.96 eV.

Partial charges, Löwdin, in e: C -0.076; C -0.225; H 0.062; H -0.027; H 0.092; C -0.138; C -0.110; H 0.093; H 0.057; H 0.073; H 0.063; Co 0.375; Cl 0.212; C -0.338; O -0.012; N -0.180; C -0.053; C -0.052; H 0.114; H 0.082; H 0.083; H 0.079; H 0.091; H 0.085; H 0.072; H 0.089; H 0.086; C -0.017; C -0.035; N -0.163; H 0.096; C -0.229; O -0.122; H 0.095; H 0.121; H 0.095; H 0.087; H 0.089; H 0.077; C -0.014; C -0.045; N -0.154; H 0.082; C -0.269; O -0.106; H 0.091; H 0.138; H 0.084; H 0.085; O -0.304; C -0.360; C -0.060; C -0.179; H 0.101; C -0.086; H 0.146; C -0.025; H 0.098; C -0.131; C -0.103; H 0.120; H 0.093; H 0.095; Si 0.078; Cl 0.290; C -0.220; C -0.242; C -0.228; H 0.031; H 0.028; H 0.027; H 0.024; H 0.027; H 0.027; H -0.084; H 0.039; H 0.027; O 0.001; C -0.302; C -0.032; C -0.123; C -0.126; C -0.043; C -0.071; C -0.517; O 0.007; O -0.054; H 0.056; H 0.104; H 0.088; H 0.084; H 0.110


Formula: C30H48F6O24PS3
Source: the OMol25 dataset
Level of theory: ωB97M-V/def2-TZVPD

ORCA input file:
```
! wB97M-V def2-TZVPD RIJCOSX def2/J DEFGRID3
* xyz -1 1
P -0.777 0.109 0.139
F -1.290 1.080 1.321
F -2.267 -0.048 -0.472
F -0.532 1.352 -0.846
F -0.250 -0.976 -1.003
F 0.773 0.234 0.585
F -0.943 -1.156 1.136
O -0.281 -4.368 -4.780
C -1.076 -3.530 -4.456
O -1.085 -3.012 -3.217
C -2.094 -1.992 -3.089
C -3.044 -2.248 -4.265
C -2.128 -2.856 -5.322
H -1.602 -1.022 -3.108
H -2.636 -2.127 -2.158
H -3.586 -1.371 -4.621
H -3.830 -2.944 -3.961
H -1.662 -2.053 -5.898
H -2.621 -3.542 -6.003
O 6.317 -2.321 1.788
C 5.126 -2.418 1.724
O 4.516 -3.620 1.674
C 3.096 -3.498 1.600
C 2.842 -2.047 1.206
C 4.103 -1.305 1.718
H 2.663 -3.687 2.585
H 2.703 -4.197 0.866
H 1.975 -1.616 1.714
H 2.573 -1.879 0.162
H 3.833 -0.931 2.701
H 4.394 -0.526 1.020
O -2.679 0.974 6.891
C -2.558 0.290 5.921
O -3.290 0.487 4.806
C -2.944 -0.414 3.731
C -1.572 -0.962 4.180
C -1.711 -0.947 5.695
H -2.975 -0.015 2.724
H -3.733 -1.168 3.841
H -0.793 -0.247 3.906
H -1.343 -1.920 3.719
H -0.784 -0.875 6.252
H -2.390 -1.731 6.051
O -2.006 8.141 1.410
C -1.816 6.979 1.168
O -2.016 6.502 -0.076
C -1.813 5.084 -0.089
C -0.985 4.783 1.159
C -1.429 5.887 2.123
H -1.308 4.756 -0.997
H -2.754 4.527 -0.099
H 0.081 4.880 0.936
H -1.120 3.743 1.458
H -0.708 6.274 2.834
H -2.363 5.569 2.595
O 5.109 2.245 -3.965
C 4.270 1.964 -3.164
O 2.953 2.196 -3.398
C 2.184 2.057 -2.204
C 3.196 1.801 -1.050
C 4.411 1.344 -1.806
H 1.415 1.287 -2.326
H 1.540 2.924 -2.040
H 2.832 1.052 -0.352
H 3.285 2.756 -0.531
H 4.454 0.253 -1.887
H 5.413 1.555 -1.429
O 0.437 3.421 5.839
C 0.916 2.950 4.861
O 1.085 1.590 4.741
C 1.810 1.261 3.564
C 1.660 2.464 2.611
C 1.467 3.592 3.613
H 1.418 0.363 3.085
H 2.851 1.072 3.843
H 0.769 2.281 2.016
H 2.546 2.600 1.996
H 0.814 4.367 3.220
H 2.434 4.035 3.864
C -0.601 -4.258 0.951
C -1.927 -4.222 0.197
O -2.740 -4.936 1.162
S -1.947 -6.262 1.635
O -2.148 -7.289 0.649
O -2.252 -6.543 2.996
O -0.490 -5.593 1.523
H -0.646 -3.570 1.791
H 0.309 -4.167 0.365
H -1.943 -4.771 -0.742
H -2.310 -3.207 0.173
C -3.926 2.064 -1.474
C -3.589 1.379 -2.828
O -4.379 2.082 -3.767
S -4.336 3.635 -3.368
O -5.470 4.312 -3.907
O -3.006 4.130 -3.530
O -4.621 3.289 -1.822
H -3.042 2.421 -0.943
H -4.533 1.524 -0.755
H -3.908 0.340 -2.833
H -2.511 1.399 -2.989
C 2.082 -2.170 -4.389
C 2.161 -2.433 -2.849
O 3.538 -2.352 -2.488
S 4.475 -2.281 -3.803
O 4.752 -3.600 -4.273
O 5.571 -1.413 -3.543
O 3.352 -1.579 -4.681
H 1.311 -1.414 -4.508
H 1.937 -3.046 -5.013
H 1.673 -3.374 -2.603
H 1.693 -1.605 -2.319
*
```

The gap between HOMO and LUMO comes out at 10.01 eV. The LUMO energy is 1.55 eV. The calculation puts the HOMO energy at -8.46 eV. Its relative energy (zero: lowest compared OMol25 entry of this formula, charge and spin) is 0.0 kJ/mol.

Atomic partial charges in e from the Löwdin method, atoms 1 to 99: P 0.197; F -0.139; F -0.145; F -0.143; F -0.186; F -0.160; F -0.150; O 0.117; C -0.494; O 0.014; C -0.160; C -0.148; C -0.060; H 0.112; H 0.111; H 0.110; H 0.120; H 0.133; H 0.126; O 0.123; C -0.482; O 0.034; C -0.147; C -0.153; C -0.043; H 0.129; H 0.117; H 0.086; H 0.098; H 0.114; H 0.116; O 0.125; C -0.504; O 0.013; C -0.130; C -0.150; C -0.069; H 0.101; H 0.126; H 0.096; H 0.102; H 0.125; H 0.135; O 0.113; C -0.498; O 0.046; C -0.152; C -0.158; C -0.063; H 0.125; H 0.113; H 0.117; H 0.100; H 0.123; H 0.141; O 0.131; C -0.487; O 0.027; C -0.152; C -0.133; C -0.086; H 0.100; H 0.117; H 0.084; H 0.112; H 0.108; H 0.135; O 0.144; C -0.460; O 0.010; C -0.168; C -0.138; C -0.068; H 0.098; H 0.121; H 0.082; H 0.109; H 0.097; H 0.136; C -0.141; C -0.135; O -0.209; S 0.622; O -0.238; O -0.226; O -0.201; H 0.113; H 0.124; H 0.131; H 0.120; C -0.145; C -0.182; O -0.187; S 0.627; O -0.213; O -0.218; O -0.209; H 0.094; H 0.132


Formula: C30H48GdN4O
Source: the OMol25 dataset
Level of theory: ωB97M-V/def2-TZVPD

ORCA input file:
```
! wB97M-V def2-TZVPD RIJCOSX def2/J DEFGRID3
* xyz 1 8
Gd 0.167 -0.133 0.741
C -1.049 2.100 0.365
C -1.981 1.146 -0.146
C -1.442 0.658 -1.377
C -0.186 1.302 -1.551
C 0.056 2.207 -0.509
C 1.213 3.185 -0.404
C 2.356 2.776 -1.333
C 1.746 3.249 1.029
C 0.714 4.578 -0.811
C -2.086 -0.150 -2.518
C -1.204 -0.110 -3.779
C -3.413 0.519 -2.909
C -2.329 -1.638 -2.227
C -3.309 0.894 0.583
C -3.908 -0.487 0.319
C -4.322 1.975 0.172
C -3.120 0.999 2.106
H -1.210 2.716 1.236
H 0.452 1.183 -2.412
H 2.732 1.775 -1.085
H 3.191 3.471 -1.232
H 2.049 2.777 -2.379
H 2.137 2.281 1.369
H 0.974 3.549 1.735
H 2.563 3.969 1.101
H 0.325 4.568 -1.830
H 1.523 5.308 -0.758
H -0.087 4.911 -0.152
H -1.068 0.903 -4.154
H -1.685 -0.695 -4.565
H -0.219 -0.547 -3.598
H -3.271 1.588 -3.067
H -4.186 0.392 -2.154
H -3.787 0.081 -3.836
H -1.420 -2.204 -2.440
H -3.096 -2.027 -2.898
H -2.632 -1.850 -1.206
H -4.171 -0.649 -0.724
H -4.824 -0.592 0.903
H -3.232 -1.292 0.627
H -4.563 1.928 -0.888
H -3.926 2.969 0.379
H -5.250 1.856 0.734
H -2.367 0.298 2.493
H -4.059 0.757 2.604
H -2.836 1.999 2.426
C 3.534 -0.695 1.695
N 2.401 -1.622 1.707
C 2.829 -2.895 1.134
C 1.938 -1.872 3.086
C 1.458 -0.619 3.767
C 1.820 -0.360 5.087
C 1.363 0.781 5.731
C 0.546 1.679 5.064
C 0.189 1.432 3.740
C 0.645 0.290 3.091
H 4.374 -1.076 2.290
H 3.243 0.271 2.105
H 3.878 -0.556 0.668
H 3.654 -3.334 1.712
H 3.177 -2.754 0.111
H 2.001 -3.603 1.147
H 2.738 -2.339 3.678
H 1.123 -2.602 3.022
H 2.461 -1.057 5.614
H 1.650 0.970 6.757
H 0.188 2.569 5.565
H -0.451 2.141 3.231
C 1.733 -4.327 -3.490
N 1.268 -3.495 -2.398
C 0.333 -3.898 -1.358
C 0.234 -2.610 -0.575
O -0.500 -2.399 0.397
N 1.055 -1.671 -1.090
C 1.621 -2.226 -2.176
N 2.475 -1.553 -2.942
H 1.442 -5.354 -3.290
H 2.821 -4.296 -3.559
H 1.290 -4.020 -4.439
H 0.721 -4.714 -0.746
H -0.644 -4.175 -1.757
H 2.610 -0.574 -2.750
H 2.826 -1.926 -3.806
*
```

The gap between HOMO and LUMO (spin up / spin down) comes out at 8.08 / 7.15 eV. The LUMO energy (spin up / spin down) is -2.34 / -3.27 eV. The calculation puts the HOMO energy (spin up / spin down) at -10.42 / -10.43 eV.

Partial charges, Löwdin, in e: Gd 1.704; C -0.142; C -0.230; C -0.189; C -0.116; C -0.309; C -0.559; C -0.052; C -0.040; C -0.030; C -0.500; C -0.058; C -0.038; C -0.037; C -0.528; C -0.044; C -0.025; C -0.052; H 0.109; H 0.094; H 0.074; H 0.092; H 0.085; H 0.063; H 0.081; H 0.096; H 0.093; H 0.089; H 0.089; H 0.095; H 0.092; H 0.059; H 0.102; H 0.054; H 0.091; H 0.056; H 0.101; H 0.054; H 0.058; H 0.097; H 0.083; H 0.069; H 0.093; H 0.092; H 0.075; H 0.094; H 0.079; C -0.074; N -0.319; C -0.096; C -0.174; C -0.278; C -0.035; C -0.070; C -0.072; C -0.134; C -0.206; H 0.104; H 0.076; H 0.088; H 0.104; H 0.082; H 0.085; H 0.129; H 0.131; H 0.114; H 0.108; H 0.108; H 0.072; C 0.001; N -0.064; C -0.009; C -0.541; O -0.067; N 0.087; C -0.404; N 0.249; H 0.103; H 0.099; H 0.103; H 0.149; H 0.147; H 0.123; H 0.121


| no. | energy (eV) |
| --- | --- |
| 1 | -80934.14814 |
| 2 | -121247.77926 |
| 3 | -139136.71891 |
| 4 | -60728.08770 |